Entry from the Open Molecules 2025 dataset: a cluster of 6 separate species, C53H68BBrF16O19P2 in total at a distorted geometry (wB97M-V/def2-TZVPD).

Values from the calculation:
Structure (SMILES): CCCCCCCc1cc(COC(C)=O)c(COC(C)=O)c2c1C(=O)c1c(F)c(P(CC)CC)c(P(O)Br)c(B(O)OCC)c1C2=O.CCOC(=O)C(F)(F)F.CCOC(=O)C(F)(F)F.CCOC(=O)C(F)(F)F.CCOC(=O)C(F)(F)F.CCOC(=O)C(F)(F)F
HOMO-LUMO gap: 5.96 eV
HOMO: -7.64 eV

```
160
Properties=species:S:1:pos:R:3:forces:R:3:mulliken_charge:R:1
C -4.3204 0.8825 -2.0383 0.26 0.70 -0.05 -1.0292
C -3.6386 0.0060 -3.2099 -0.47 0.10 0.26 -0.0704
C -3.9717 -1.5865 -3.0906 1.60 0.88 1.05 -0.7186
C -2.5610 -2.2768 -2.6427 -1.17 -0.10 0.43 -0.2230
C -2.6199 -3.8810 -2.6236 -0.21 0.50 -0.88 -0.5075
C -1.2332 -4.6114 -2.9474 -0.56 -0.80 0.49 -0.7873
C -0.0745 -4.3846 -1.8613 0.55 -0.26 -0.24 -0.8140
C -0.4903 -4.7197 -0.3605 -1.48 -1.06 2.77 0.2064
C -0.9677 -6.1634 -0.0477 0.15 2.72 3.03 -0.7063
C -1.3899 -6.5770 1.4090 0.43 2.44 -1.03 0.1723
C -1.8467 -8.1199 1.5663 0.49 0.61 0.29 -0.4976
O -0.9529 -8.9374 0.7177 2.15 1.10 1.11 -0.4400
C 0.3802 -8.8795 1.2261 2.19 -0.86 2.75 0.6582
C 1.6093 -8.3909 0.2906 -1.08 -0.54 -0.93 -0.8784
O 0.6955 -9.2197 2.4007 -1.99 1.39 -4.16 -0.5029
C -1.3989 -5.5600 2.6074 0.58 0.65 -3.15 0.2309
C -1.8434 -6.0064 4.1003 2.29 1.30 -0.80 -0.5975
O -3.1773 -5.5488 4.4239 -1.12 -2.91 -0.10 -0.2325
C -4.1434 -6.5723 4.3161 -1.49 -1.88 -0.70 0.6574
C -5.5810 -6.2562 4.9876 0.28 1.04 -0.52 -1.0110
O -4.0132 -7.6668 3.7227 0.55 3.71 1.80 -0.5133
C -0.9572 -4.0917 2.2801 0.65 -1.83 -2.41 0.7515
C -0.4968 -3.7144 0.8237 -0.63 -1.97 0.49 0.5175
C -0.0279 -2.2165 0.6081 -0.04 1.65 -0.76 -0.1357
O -0.1964 -1.5236 -0.4223 0.51 -2.70 3.03 -0.4782
C 0.6916 -1.4950 1.8546 0.63 0.39 2.04 0.1685
C 1.8178 -0.4605 1.6324 -1.88 -1.31 3.20 -0.0952
F 2.2288 -0.1973 0.3089 -0.69 -0.44 3.29 -0.4070
C 2.4302 0.2304 2.8700 -0.89 -1.86 -1.27 0.0131
P 3.7735 1.5480 2.5406 0.01 1.28 1.78 -0.2154
C 5.4915 0.7705 2.4248 0.57 -1.62 -0.87 -0.5195
C 5.6167 -0.3384 1.2358 0.37 0.42 0.88 -0.8415
C 3.3630 2.5806 1.0077 0.43 -1.29 -1.44 -0.1982
C 4.2771 3.8962 0.8288 -0.66 -0.09 -0.86 -0.9742
C 2.0047 -0.0909 4.3611 -3.04 -2.24 -4.34 -0.0546
P 2.9190 0.9009 5.6616 1.39 0.17 0.49 0.0391
O 2.5323 0.4856 7.2640 -1.30 1.35 -1.72 -0.3787
Br 2.0181 3.0154 5.4402 -0.17 -0.95 0.29 -0.2458
C 0.8966 -1.1530 4.5275 0.56 0.85 -2.30 0.4188
B 0.4106 -1.5780 6.0079 -0.78 0.04 1.97 0.7004
O -0.9512 -1.3202 6.4050 2.11 -1.30 -1.07 -0.5123
O 1.3118 -2.1835 6.9858 -1.81 -0.33 -1.63 -0.5767
C 1.0545 -3.6073 7.1144 0.39 -1.20 -0.70 -0.1631
C 1.9530 -4.3530 5.9968 0.04 0.53 0.50 -0.7630
C 0.2097 -1.8517 3.3108 2.73 2.36 -1.36 0.3990
C -0.9594 -2.9152 3.3891 -1.81 -1.01 0.38 0.1528
O -1.9243 -2.9265 4.1878 3.50 0.35 -2.04 -0.5004
H -5.2013 1.5091 -2.4402 1.25 -1.16 0.69 0.1889
H -4.6832 0.2617 -1.1500 0.53 0.74 -1.27 0.3793
H -3.5557 1.6510 -1.6342 -1.25 -1.24 -0.58 0.1909
H -2.4982 0.1752 -3.1303 -1.82 -0.38 -0.32 0.2091
H -4.0073 0.4521 -4.1977 0.75 -1.20 1.49 0.2631
H -4.6535 -1.6859 -2.1781 0.47 -0.19 -1.64 0.2123
H -4.3939 -2.0289 -4.0518 0.48 0.55 1.38 0.4006
H -1.7584 -1.8334 -3.3219 -0.81 -0.89 1.01 0.2983
H -2.4127 -1.9427 -1.5457 0.21 -0.26 -1.95 -0.0839
H -3.0780 -4.1887 -1.6197 0.85 0.15 -1.38 0.1944
H -3.3626 -4.2123 -3.4450 1.10 0.42 1.26 0.4509
H -1.4554 -5.7415 -2.9835 0.31 1.58 0.03 0.3085
H -0.8564 -4.3454 -4.0059 -0.51 -0.16 1.78 0.4133
H 0.3462 -3.3371 -2.0186 -0.68 -1.33 0.73 0.2423
H 0.7875 -5.1127 -2.1235 -1.33 1.10 0.43 0.3898
H -1.0011 -6.9313 -0.8894 0.05 1.16 1.45 0.3394
H -2.8979 -8.3134 1.1557 1.60 0.39 0.82 0.3087
H -1.7012 -8.4843 2.6357 -0.61 0.61 -1.49 0.2127
H 1.2314 -8.3610 -0.7940 0.69 0.22 1.57 0.2859
H 2.0072 -7.3715 0.6198 -0.93 -1.39 -0.35 0.2030
H 2.4893 -9.1215 0.3255 -1.50 0.86 0.27 0.3573
H -1.1281 -5.4206 4.7958 -1.35 -0.86 -0.99 -0.0426
H -1.6450 -7.1079 4.3097 -0.70 1.43 -0.57 0.4274
H -6.2225 -7.1939 5.0972 1.37 1.17 -0.20 0.3106
H -6.1626 -5.5530 4.2767 1.07 -1.05 1.04 0.2661
H -5.4921 -5.6990 5.9792 0.04 -0.84 -1.35 0.2948
H 6.3286 1.5651 2.3512 -1.70 -0.98 0.00 0.3805
H 5.6913 0.2046 3.4062 -0.50 1.05 -1.27 0.3219
H 6.7252 -0.5781 1.0783 -1.57 0.31 -0.03 0.3647
H 5.1191 -1.2890 1.6346 0.50 1.31 -0.91 0.2124
H 5.1296 0.0453 0.2706 0.78 -0.77 1.41 0.1728
H 3.5881 1.9096 0.0927 -0.78 1.16 1.24 0.1508
H 2.2355 2.7966 1.0403 1.76 -0.28 0.00 0.3606
H 3.5482 4.7641 0.6193 1.38 -1.11 0.64 0.2999
H 4.9818 4.1097 1.6974 -1.09 -0.20 -1.09 0.3077
H 4.8839 3.7768 -0.1479 -0.79 0.19 1.75 0.2473
H 1.9230 1.1874 7.6148 0.51 -1.01 -0.22 0.3023
H -1.3717 -2.1595 6.6898 0.20 0.88 0.12 0.2969
H -0.0658 -3.8322 6.9628 1.54 0.19 0.20 0.0770
H 1.3332 -4.0461 8.1310 -0.29 1.22 -1.17 0.3127
H 2.3553 -5.3495 6.3829 -0.84 1.18 -0.73 0.3306
H 2.8711 -3.6854 5.8129 -1.45 -0.96 0.21 0.2512
H 1.3588 -4.4467 5.0267 0.97 -0.10 1.19 0.0878
C -6.3799 4.3551 -8.0513 0.34 -0.14 -0.06 -1.0616
C -6.6941 4.8090 -6.6396 -0.47 0.28 -0.60 -0.2363
O -5.8975 4.0878 -5.6862 0.95 0.03 0.67 -0.3373
C -4.6416 4.5416 -5.5026 -1.27 0.81 -1.22 0.2693
O -4.1700 5.4860 -6.0822 -0.09 -0.98 0.50 -0.5254
C -3.9284 3.7191 -4.4325 1.02 -1.12 1.37 1.0115
F -4.1178 2.3904 -4.5878 -0.18 1.16 -0.51 -0.2540
F -4.3637 4.0245 -3.1928 -0.16 0.25 -0.67 -0.2806
F -2.5968 3.9136 -4.4270 -0.65 0.26 -0.41 -0.2687
H -6.4976 3.2721 -8.1415 -0.14 0.10 0.03 0.3081
H -7.0405 4.8442 -8.7700 0.02 -0.02 0.10 0.3788
H -5.3461 4.5863 -8.3188 -0.11 0.10 0.02 0.2613
H -7.7382 4.5885 -6.4069 0.24 -0.16 0.24 0.3434
H -6.5588 5.8875 -6.5225 0.22 -0.17 0.07 0.3029
C 5.2012 10.5631 0.6942 0.03 -0.02 -0.37 -1.0639
C 5.8499 9.4508 1.4939 -0.19 0.68 0.38 -0.2321
O 5.9438 8.2509 0.7097 0.66 -0.67 -0.65 -0.2568
C 6.9864 8.1818 -0.1430 -0.26 1.53 1.18 0.2888
O 7.8108 9.0482 -0.2779 -0.34 -0.97 -0.31 -0.5138
C 6.9906 6.8398 -0.8708 -0.03 -1.77 -1.15 0.9325
F 5.7652 6.4885 -1.3206 0.34 0.49 0.37 -0.2367
F 7.4064 5.8328 -0.0695 -0.13 0.69 0.06 -0.2454
F 7.8016 6.8291 -1.9438 -0.23 0.51 0.63 -0.2555
H 4.2321 10.2410 0.3045 0.02 0.02 0.17 0.2830
H 5.0565 11.4503 1.3140 0.02 -0.10 0.00 0.3692
H 5.8148 10.8391 -0.1667 0.04 0.02 0.15 0.3094
H 5.2293 9.2118 2.3603 0.06 -0.30 -0.22 0.3143
H 6.8322 9.7454 1.8727 -0.01 -0.15 -0.25 0.3152
C -2.5326 7.3627 -4.5339 -0.13 0.18 0.46 -0.7096
C -1.1679 7.5294 -3.8968 -0.25 -0.56 -0.54 -0.3099
O -1.1285 8.7111 -3.0785 -0.01 0.49 1.12 -0.3438
C -1.6396 8.5880 -1.8372 0.08 -1.54 -1.28 0.3687
O -2.1152 7.5738 -1.3967 0.24 1.03 0.21 -0.5136
C -1.4876 9.8972 -1.0666 -0.05 1.67 0.98 0.8905
F -1.8330 10.9741 -1.8035 0.06 -0.63 -0.03 -0.2458
F -0.2126 10.0996 -0.6689 -0.27 -0.45 -0.31 -0.2575
F -2.2459 9.9380 0.0437 0.23 -0.48 -0.61 -0.2427
H -2.8105 8.2621 -5.0860 0.08 -0.12 0.10 0.3231
H -2.5382 6.5145 -5.2150 0.12 0.22 0.15 0.0475
H -3.3045 7.2036 -3.7763 0.14 -0.13 0.03 0.4645
H -0.4133 7.6618 -4.6759 0.01 0.29 0.22 0.2560
H -0.8820 6.6467 -3.3184 -0.11 0.21 0.14 0.3309
C 0.2044 -11.3400 4.7787 -0.08 -0.39 -0.01 -0.8158
C 0.9695 -10.6486 5.8887 0.10 0.20 -0.83 -0.1673
O 0.4837 -11.0641 7.1764 0.17 -0.68 0.97 -0.3260
C 0.9640 -12.2354 7.6401 0.58 0.76 -1.73 0.3621
O 1.7491 -12.9289 7.0472 -0.58 0.12 0.89 -0.5040
C 0.4054 -12.5268 9.0308 -0.81 -0.55 1.71 0.8650
F -0.9216 -12.2945 9.1141 0.49 0.03 -0.41 -0.2432
F 0.9880 -11.7578 9.9759 0.07 -0.05 -0.63 -0.2500
F 0.5917 -13.8044 9.4085 0.16 0.53 -0.60 -0.2427
H -0.8706 -11.1758 4.8928 0.09 0.14 -0.03 0.2845
H 0.5180 -10.9652 3.8025 -0.06 0.01 0.22 0.1273
H 0.3651 -12.4207 4.8025 0.09 0.10 0.03 0.3639
H 0.8109 -9.5698 5.8263 -0.10 -0.13 0.31 0.2529
H 2.0458 -10.8212 5.8054 -0.15 -0.17 0.18 0.3265
C 2.6484 8.6619 -9.5156 -0.17 -0.24 -0.22 -1.1204
C 1.9720 9.0169 -8.2064 0.78 0.16 -0.08 -0.2062
O 0.5497 8.8422 -8.3070 -0.88 -0.67 0.22 -0.2961
C 0.0959 7.5825 -8.1456 1.87 0.42 0.13 0.3074
O 0.8006 6.6299 -7.9336 -0.99 0.36 -0.12 -0.5172
C -1.4282 7.5507 -8.2266 -2.05 -0.17 -0.33 0.9325
F -1.9082 8.2819 -9.2547 0.58 -0.15 0.27 -0.2708
F -1.9998 8.0450 -7.1071 0.77 -0.03 -0.58 -0.2301
F -1.9161 6.3079 -8.3878 0.73 0.41 0.13 -0.2396
H 2.2138 9.2336 -10.3396 0.09 0.08 0.13 0.2992
H 3.7190 8.8704 -9.4658 -0.09 0.01 0.04 0.3815
H 2.5128 7.6047 -9.7553 0.09 0.06 0.12 0.3116
H 2.1435 10.0712 -7.9788 -0.37 -0.09 -0.02 0.3416
H 2.3768 8.4373 -7.3724 -0.23 -0.10 -0.13 0.3004
```
Positions in Å, forces in eV/Å.

=====

Entry from the Open Molecules 2025 dataset: a structure of composition C36H34As2IrNO5P at a distorted geometry (wB97M-V/def2-TZVPD).

Values from the calculation:
Relative energy (zero: lowest compared OMol25 entry of this formula, charge and spin): 432.6 kJ/mol
HOMO-LUMO gap (spin up / spin down): 4.51 / 4.71 eV
HOMO (spin up / spin down): -9.01 / -9.14 eV
Total charge: +1

```
80
Properties=species:S:1:pos:R:3:forces:R:3:mulliken_charge:R:1
Ir -0.1147 0.5989 0.1186 0.04 -2.61 -0.79 2.3318
C -1.4292 -1.8581 2.8631 -0.03 0.08 -0.02 -1.4270
As -1.6589 -1.0965 1.0808 -0.70 -0.64 0.02 1.0313
C -2.1288 -2.6657 -0.0048 0.16 0.18 0.05 -1.3708
C -3.4356 -0.2926 1.1140 0.17 -0.10 0.04 0.1433
C -4.5121 -1.0300 1.5931 0.02 -0.03 0.04 -0.6872
C -5.7992 -0.5316 1.4943 0.04 -0.10 0.04 -0.7422
C -6.0205 0.7100 0.9205 -0.02 -0.02 0.02 -0.8479
C -4.9502 1.4596 0.4698 0.13 0.26 -0.17 -0.6773
C -3.6528 0.9657 0.5579 0.28 -0.20 0.09 0.0510
As -2.1294 2.0675 0.0330 -0.20 -0.61 -0.80 0.5452
C -2.7382 2.9646 -1.6032 0.41 -0.20 0.03 -1.2311
C -2.3250 3.4983 1.3356 0.57 -0.05 0.15 -1.1042
H -2.0743 -2.7247 3.0192 0.02 0.11 -0.04 0.5497
H -1.6491 -1.0839 3.5973 -0.03 -0.04 -0.03 0.3643
H -0.3879 -2.1597 2.9883 -0.06 -0.01 -0.09 0.3622
H -2.9838 -3.1921 0.4165 0.01 0.06 0.07 0.6189
H -1.2902 -3.3570 -0.0859 0.05 0.06 0.04 0.3784
H -2.3839 -2.3134 -1.0050 0.01 -0.02 0.04 0.3201
H -4.3386 -2.0030 2.0437 -0.09 0.06 -0.05 0.3813
H -6.6281 -1.1183 1.8545 -0.14 -0.06 0.07 0.4203
H -7.0261 1.0915 0.8307 -0.07 0.06 -0.01 0.4150
H -5.1265 2.4360 0.0344 -0.06 0.02 0.01 0.3375
H -3.5781 3.6312 -1.4001 0.07 -0.14 0.13 0.4858
H -3.0263 2.2243 -2.3501 0.03 0.01 0.10 0.3485
H -1.9091 3.5576 -1.9955 -0.05 -0.06 0.06 0.4342
H -3.3454 3.8899 1.2909 0.14 -0.20 -0.15 0.4877
H -1.6064 4.2935 1.1351 -0.03 -0.07 -0.03 0.4102
H -2.1310 3.0821 2.3233 -0.03 0.02 -0.06 0.1916
O 1.0280 2.9323 -0.0500 1.19 2.10 -0.84 -0.6509
C 0.9800 2.0170 -0.8456 -1.30 -0.91 3.46 -0.2817
C 1.5284 1.8696 -2.1624 0.88 0.25 -2.24 -0.3064
C 2.1300 2.9292 -2.8612 -0.43 -0.49 0.57 -0.6973
C 2.5020 2.7435 -4.1751 0.08 -0.15 -0.39 -0.6332
C 2.3059 1.5166 -4.8111 0.06 0.27 0.17 -0.6695
C 1.7582 0.4459 -4.1219 0.00 -0.06 0.08 -0.4955
C 1.3846 0.6186 -2.8021 -0.15 0.94 0.56 0.3738
P 0.7376 -0.6382 -1.6902 0.55 -0.27 0.03 1.7230
C 0.0245 -1.8660 -2.8220 -0.74 0.39 0.33 0.7037
C -1.1208 -1.5031 -3.5278 0.01 -0.10 0.00 -0.4030
C -1.6197 -2.3417 -4.5072 -0.11 0.10 -0.08 -0.6767
C -0.9816 -3.5421 -4.7821 0.06 -0.02 0.03 -0.6178
C 0.1349 -3.9190 -4.0556 -0.05 -0.05 -0.12 -0.7494
C 0.6358 -3.0879 -3.0706 0.14 0.14 0.23 -0.7082
C 2.2131 -1.4474 -1.0183 -1.87 0.62 1.36 -0.3609
C 2.0710 -1.9403 0.3977 0.93 -2.78 -2.48 0.5655
C 3.3054 -2.6089 0.8981 -0.44 0.31 0.05 -1.4931
C 4.4412 -2.6955 0.1605 -0.26 0.40 0.10 -0.3671
C 4.5184 -2.1581 -1.1364 -0.41 0.38 -0.80 -1.0748
C 3.3935 -1.5600 -1.7064 1.58 0.06 0.25 0.0439
H 2.2570 3.8771 -2.3602 0.01 0.11 0.01 0.5529
H 2.9278 3.5689 -4.7248 0.08 0.04 -0.08 0.4215
H 2.5827 1.3969 -5.8467 0.05 0.02 -0.11 0.4612
H 1.6085 -0.5109 -4.6049 0.03 -0.02 -0.05 0.5324
H -1.6079 -0.5599 -3.3076 -0.04 0.05 -0.06 0.4745
H -2.4950 -2.0571 -5.0717 -0.08 0.03 -0.03 0.4551
H -1.3494 -4.1816 -5.5672 -0.10 -0.10 -0.10 0.4114
H 0.6345 -4.8510 -4.2677 0.01 -0.13 -0.01 0.4468
H 1.5073 -3.3795 -2.5037 0.11 0.01 0.02 0.4063
H 1.2258 -2.6612 0.4305 -0.16 0.51 0.50 -0.2736
H 3.2475 -3.0460 1.8825 -0.02 -0.30 0.12 0.6764
H 5.3061 -3.1946 0.5710 0.07 -0.07 0.10 0.4298
H 5.4390 -2.2218 -1.6916 0.03 -0.12 -0.15 0.4222
H 3.4428 -1.1887 -2.7224 0.12 0.09 -0.02 0.4362
O 1.5708 -0.8728 1.2541 0.66 3.13 2.69 0.1499
C 2.3922 -0.3122 2.1749 -1.49 -0.56 -0.89 -0.1141
C 2.0104 0.6459 3.0993 -0.41 0.24 -0.45 0.5908
C 2.9726 0.9708 4.0891 0.35 0.51 0.79 -0.8798
C 2.7219 1.9092 5.0599 -0.19 -0.99 -1.30 -0.7664
C 1.5083 2.6152 5.0734 -0.63 -0.11 -0.41 -0.5258
C 0.5519 2.3248 4.1383 0.14 0.38 0.66 -0.8143
C 0.7243 1.3302 3.1428 -0.59 -0.31 -0.69 0.1205
O -0.2507 1.0624 2.3576 0.81 0.77 0.07 -0.3703
N 3.6872 2.1366 6.0990 0.78 -0.05 0.62 1.0328
O 4.6950 1.4572 6.0848 0.05 0.01 -0.04 -0.6096
O 3.4304 2.9752 6.9381 -0.13 0.09 -0.06 -0.6196
H 3.4075 -0.6835 2.1950 0.06 -0.20 -0.11 0.5994
H 3.9071 0.4323 4.1056 0.18 0.04 0.04 0.6446
H 1.3450 3.3609 5.8378 -0.01 0.04 -0.01 0.5401
H -0.3917 2.8485 4.1547 -0.06 0.01 -0.05 0.4241
```
Positions in Å, forces in eV/Å.